A cluster of 2 separate species, CNO5S in total. Source: the OMol25 dataset; level of theory: the ωB97M-V functional and the def2-TZVPD basis.

```
! RIJCOSX wB97M-V def2-TZVPD def2/J DEFGRID3
* xyz -1 1
C -0.16 -2.16 0.60
N 0.47 1.56 -0.05
O 0.85 -1.71 0.81
O -1.15 -2.73 0.47
O 1.55 2.04 0.32
O 0.33 0.59 -0.99
O -0.56 1.94 0.34
S -1.34 0.47 -1.50
*
```

The value obtained for the energy relative to the best compared isomer or geometry (same formula, charge and spin) is 77.4 kJ/mol. For the HOMO-LUMO gap, the calculation gives 0.247 Eh. For the total energy, the calculation gives -23597.14109 eV.



A structure of composition CNO6S. Source: the OMol25 dataset; level of theory: the ωB97M-V functional and the def2-TZVPD basis.

```
! RIJCOSX wB97M-V def2-TZVPD def2/J DEFGRID3
* xyz -1 1
C 0.83 -1.55 1.06
N -1.35 0.17 -0.72
O 0.47 -0.86 1.92
O 1.33 -2.28 0.37
O -2.34 0.68 -1.24
O -1.23 -1.03 -0.51
O 1.59 0.79 -0.69
O 0.20 2.74 -0.27
S 0.50 1.35 0.08
*
```

The value obtained for the energy relative to the best compared isomer or geometry (same formula, charge and spin) is 0.0 kJ/mol. For the HOMO-LUMO gap, the calculation gives 0.290 Eh. For the total energy, the calculation gives -25647.22767 eV.



A structure of composition CO3Rb2. Source: the OMol25 dataset; level of theory: the ωB97M-V functional and the def2-TZVPD basis.

```
! RIJCOSX wB97M-V def2-TZVPD def2/J DEFGRID3
* xyz 0 1
Rb 6.21 5.23 2.46
Rb 1.66 2.27 2.42
C 4.24 6.09 3.54
O 6.21 3.02 2.16
O 1.58 4.76 2.14
O 2.03 4.80 3.25
*
```

For the HOMO-LUMO gap, the calculation gives 0.138 Eh. For the total energy, the calculation gives -8471.47592 eV.



A cluster of 2 separate species, CO3S3 in total. Source: the OMol25 dataset; level of theory: the ωB97M-V functional and the def2-TZVPD basis.

```
! RIJCOSX wB97M-V def2-TZVPD def2/J DEFGRID3
* xyz 0 1
O 1.72 -0.74 -1.14
S 1.41 0.56 -1.59
O 2.37 1.61 -1.56
S -0.25 0.91 -2.35
O -1.16 0.20 2.24
C -1.28 -0.55 1.32
S -1.51 -1.42 0.13
*
```

The value obtained for the energy relative to the best compared isomer or geometry (same formula, charge and spin) is 13.7 kJ/mol. For the HOMO-LUMO gap, the calculation gives 0.343 Eh. The SMILES is O=S(=O)=S.O=C=S. For the total energy, the calculation gives -39683.97676 eV.



A structure of composition CO3Sn. Source: the OMol25 dataset; level of theory: the ωB97M-V functional and the def2-TZVPD basis.

```
! RIJCOSX wB97M-V def2-TZVPD def2/J DEFGRID3
* xyz 0 1
O -0.29 1.05 -0.04
C -0.58 -0.20 0.00
O -1.65 -0.77 0.04
O 0.91 -0.89 0.02
Sn 1.61 0.81 -0.02
*
```

The value obtained for the energy relative to the best compared isomer or geometry (same formula, charge and spin) is 0.0 kJ/mol. For the HOMO-LUMO gap, the calculation gives 0.355 Eh. For the total energy, the calculation gives -13010.08908 eV.



A structure of composition CaCl4. Source: the OMol25 dataset; level of theory: the ωB97M-V functional and the def2-TZVPD basis.

```
! RIJCOSX wB97M-V def2-TZVPD def2/J DEFGRID3
* xyz -2 1
Ca 0.01 0.04 0.05
Cl 0.79 1.49 -1.09
Cl 1.04 -0.73 1.53
Cl -1.67 0.58 0.81
Cl -0.16 -1.38 -1.31
*
```

The value obtained for the energy relative to the best compared isomer or geometry (same formula, charge and spin) is 1243.6 kJ/mol. For the HOMO-LUMO gap, the calculation gives 0.275 Eh. For the total energy, the calculation gives -68524.56598 eV.



A structure of composition Cd3N8O24. Source: the OMol25 dataset; level of theory: the ωB97M-V functional and the def2-TZVPD basis.

```
! RIJCOSX wB97M-V def2-TZVPD def2/J DEFGRID3
* xyz -2 1
Cd -2.41 3.47 1.19
Cd 3.45 1.57 -3.63
Cd -0.68 -4.71 1.75
N -4.84 -3.71 3.37
O -6.01 -3.50 2.92
O -3.87 -3.17 2.73
O -4.55 -4.37 4.19
N -4.90 0.22 -1.18
O -5.73 -0.62 -0.77
O -4.54 1.17 -0.53
O -4.51 0.20 -2.31
N -0.18 -0.22 -6.78
O 0.28 -0.93 -7.57
O 0.54 0.10 -5.82
O -1.44 -0.04 -6.78
N 6.48 2.84 -0.85
O 5.45 2.14 -0.82
O 7.20 2.79 -1.86
O 6.94 3.13 0.26
N 1.36 5.36 -1.71
O 0.59 5.05 -0.79
O 1.91 6.40 -1.65
O 1.88 4.45 -2.47
N 0.41 -0.23 0.21
O -0.20 0.58 0.90
O 0.93 0.11 -0.86
O 0.34 -1.42 0.61
N 3.50 -6.52 1.06
O 4.21 -6.35 2.04
O 2.41 -6.07 0.99
O 3.85 -7.24 0.23
N -1.97 2.37 5.98
O -2.60 2.76 6.90
O -2.32 2.82 4.95
O -1.00 1.61 6.13
*
```

The value obtained for the energy relative to the best compared isomer or geometry (same formula, charge and spin) is 1788.1 kJ/mol. For the HOMO-LUMO gap, the calculation gives 0.077 Eh. For the total energy, the calculation gives -74705.07989 eV.



A structure of composition CdH16O8. Source: the OMol25 dataset; level of theory: the ωB97M-V functional and the def2-TZVPD basis.

```
! RIJCOSX wB97M-V def2-TZVPD def2/J DEFGRID3
* xyz 2 1
Cd -0.08 0.10 -0.10
O -1.37 -0.67 -1.80
H -0.86 -0.53 -2.59
H -1.36 -1.63 -1.85
O 0.16 1.66 1.63
H 0.83 1.73 2.32
H -0.36 2.46 1.69
O -2.20 0.12 0.85
H -2.65 0.98 0.68
H -2.64 -0.25 1.63
O -0.86 2.06 -0.87
H -0.65 2.92 -0.52
H -1.57 2.09 -1.50
O 1.95 1.24 -0.65
H 2.53 0.60 -1.12
H 1.88 1.98 -1.29
O -0.67 -2.34 0.43
H -1.58 -2.59 0.50
H -0.28 -3.11 0.85
O 1.29 -0.86 1.51
H 2.11 -0.30 1.54
H 0.89 -0.84 2.38
O 1.47 -1.51 -1.21
H 2.05 -1.83 -0.51
H 1.98 -1.49 -2.00
*
```

The value obtained for the energy relative to the best compared isomer or geometry (same formula, charge and spin) is 7.2 kJ/mol. For the HOMO-LUMO gap, the calculation gives 0.453 Eh. For the total energy, the calculation gives -21190.09933 eV.



Q: Which of these has the lowest HOMO-LUMO gap?
A: Cd3N8O24



Please write out number 4 again, unchanged.
A cluster of 2 separate species, CO3S3 in total. Source: the OMol25 dataset; level of theory: the ωB97M-V functional and the def2-TZVPD basis.

```
! RIJCOSX wB97M-V def2-TZVPD def2/J DEFGRID3
* xyz 0 1
O 1.72 -0.74 -1.14
S 1.41 0.56 -1.59
O 2.37 1.61 -1.56
S -0.25 0.91 -2.35
O -1.16 0.20 2.24
C -1.28 -0.55 1.32
S -1.51 -1.42 0.13
*
```

The value obtained for the energy relative to the best compared isomer or geometry (same formula, charge and spin) is 13.7 kJ/mol. For the HOMO-LUMO gap, the calculation gives 0.343 Eh. The SMILES is O=S(=O)=S.O=C=S. For the total energy, the calculation gives -39683.97676 eV.



Q: The lowest HOMO-LUMO gap belongs to which entry?
A: Cd3N8O24



Q: Which value of HOMO-LUMO gap does entry 6 give?
A: 0.275 Eh